# 1
The following is a DFT calculation (ωB97M-V/def2-TZVPD) of the molecule C3H4N4O.

ORCA input file:
```
! wB97M-V def2-TZVPD RIJCOSX def2/J DEFGRID3
* xyz 0 1
C -0.908 0.892 -0.493
C 0.402 0.285 1.397
C 1.195 -0.580 0.426
H -1.388 -1.038 -2.857
H -1.398 1.673 -1.059
H -0.044 0.303 3.442
H 2.460 -0.975 0.375
N -0.472 -0.359 -1.187
N -0.561 0.999 0.739
N 0.454 -0.155 2.638
N 0.817 -0.734 -0.823
O -0.556 -0.311 -2.597
*
```

- SMILES: [H]/N=c1/cnn(O)cn1

For reference, the Löwdin charges in units of e are: atom 1 (C): -0.049, atom 2 (C): -0.430, atom 3 (C): -0.088, atom 4 (H): 0.217, atom 5 (H): 0.124, atom 6 (H): 0.064, atom 7 (H): 0.188, atom 8 (N): -0.195, atom 9 (N): 0.098, atom 10 (N): 0.119, atom 11 (N): 0.044, atom 12 (O): -0.092

=====

# 2
The following is a DFT calculation (ωB97M-V/def2-TZVPD) of the molecule C3H4N4O.

ORCA input file:
```
! wB97M-V def2-TZVPD RIJCOSX def2/J DEFGRID3
* xyz 0 1
C -0.572 -0.177 -0.158
C 0.691 0.265 0.193
C 1.826 -0.526 0.681
H -2.350 -1.131 -0.039
H -0.820 -2.259 0.240
H -0.673 2.626 -1.243
H 2.738 0.070 0.836
N -1.247 -1.380 -0.142
N -1.345 0.797 -0.717
N -0.490 1.783 -0.610
N 0.668 1.562 -0.180
O 1.572 -1.629 1.138
*
```

- SMILES: Nc1n[nH]nc1C=O

For reference, the Löwdin charges in units of e are: atom 1 (C): -0.376, atom 2 (C): -0.202, atom 3 (C): -0.189, atom 4 (H): 0.167, atom 5 (H): 0.106, atom 6 (H): 0.200, atom 7 (H): 0.123, atom 8 (N): 0.077, atom 9 (N): 0.103, atom 10 (N): -0.132, atom 11 (N): 0.088, atom 12 (O): 0.034

=====

# 3
The following is a DFT calculation (ωB97M-V/def2-TZVPD) of the molecule C3H4N4O.

ORCA input file:
```
! wB97M-V def2-TZVPD RIJCOSX def2/J DEFGRID3
* xyz 0 1
N 1.033 0.016 0.963
N 0.706 1.058 0.074
C 0.325 -1.157 0.859
C -0.433 0.877 -0.658
C -0.136 -1.420 -0.635
N -0.446 -0.474 -1.391
N -1.335 1.731 -0.790
O 0.280 -1.971 1.756
H 1.406 0.293 1.865
H 0.990 2.011 0.260
H -2.081 1.500 -1.438
H -0.310 -2.463 -0.865
*
```

- SMILES: [H]/N=c1\ncc(=O)[nH][nH]1

For reference, the Löwdin charges in units of e are: atom 1 (N): 0.086, atom 2 (N): 0.039, atom 3 (C): -0.434, atom 4 (C): -0.469, atom 5 (C): -0.056, atom 6 (N): 0.137, atom 7 (N): 0.155, atom 8 (O): 0.062, atom 9 (H): 0.160, atom 10 (H): 0.149, atom 11 (H): 0.057, atom 12 (H): 0.114

=====

# 4
The following is a DFT calculation (ωB97M-V/def2-TZVPD) of a structure of composition C3H4N4O.

ORCA input file:
```
! wB97M-V def2-TZVPD RIJCOSX def2/J DEFGRID3
* xyz 0 1
C 0.564 -1.619 1.177
C -0.355 -0.718 1.012
C -0.037 1.300 -1.609
H 1.253 -1.989 0.084
H 0.910 -2.188 2.097
H -1.144 -0.676 1.921
H 1.453 0.959 0.000
N -0.572 0.253 0.121
N -1.672 0.767 -0.330
N -1.452 1.325 -1.390
N 0.572 0.640 -0.610
O 0.479 1.947 -2.474
*
```

For reference, the Löwdin charges in units of e are: atom 1 (C): -0.038, atom 2 (C): -0.273, atom 3 (C): -0.565, atom 4 (H): 0.153, atom 5 (H): 0.070, atom 6 (H): 0.162, atom 7 (H): 0.243, atom 8 (N): -0.180, atom 9 (N): 0.066, atom 10 (N): 0.114, atom 11 (N): 0.168, atom 12 (O): 0.079

=====

# 5
The following is a DFT calculation (ωB97M-V/def2-TZVPD) of the molecule C3H4N4O.

ORCA input file:
```
! wB97M-V def2-TZVPD RIJCOSX def2/J DEFGRID3
* xyz 0 1
C 1.970 -0.877 0.121
C 1.748 0.476 0.087
C -1.689 -0.126 -0.261
H 1.043 -1.477 -0.297
H 3.097 -1.144 0.134
H 2.180 1.442 0.149
H -3.561 -0.427 0.660
N 0.307 0.531 -0.326
N -0.364 1.669 0.067
N -1.550 1.368 -0.097
N -2.755 -0.909 0.168
O -0.425 -0.525 -0.404
*
```

- SMILES: [H]/N=c1\nnn(C=C)o1

For reference, the Löwdin charges in units of e are: atom 1 (C): 0.014, atom 2 (C): -0.041, atom 3 (C): -0.334, atom 4 (H): 0.111, atom 5 (H): 0.086, atom 6 (H): 0.098, atom 7 (H): 0.058, atom 8 (N): -0.225, atom 9 (N): 0.086, atom 10 (N): 0.053, atom 11 (N): 0.086, atom 12 (O): 0.009

=====

# 6
The following is a DFT calculation (ωB97M-V/def2-TZVPD) of a structure of composition C3H4N4O.

ORCA input file:
```
! wB97M-V def2-TZVPD RIJCOSX def2/J DEFGRID3
* xyz 0 1
C -0.524 0.092 0.878
C -1.715 0.480 -0.813
C -0.420 -0.232 -1.211
H 2.311 -1.111 0.729
H 2.284 0.506 -0.356
H 0.558 -0.051 2.409
H -2.436 0.855 -1.601
N 1.751 -0.501 -0.340
N 0.300 -0.689 -0.031
N -0.473 0.172 2.206
N -1.708 0.480 0.483
O 0.071 -0.001 -2.353
*
```

For reference, the Löwdin charges in units of e are: atom 1 (C): -0.518, atom 2 (C): 0.035, atom 3 (C): -0.345, atom 4 (H): 0.216, atom 5 (H): 0.133, atom 6 (H): 0.059, atom 7 (H): 0.151, atom 8 (N): -0.015, atom 9 (N): -0.042, atom 10 (N): 0.170, atom 11 (N): 0.111, atom 12 (O): 0.045

=====

# 7
The following is a DFT calculation (ωB97M-V/def2-TZVPD) of the molecule C3H4N4O.

ORCA input file:
```
! wB97M-V def2-TZVPD RIJCOSX def2/J DEFGRID3
* xyz 0 1
C 1.844 -1.293 -0.438
C 1.493 -1.316 1.209
C -0.016 0.256 0.107
H 1.107 -1.925 -1.037
H 3.003 -1.182 -0.920
H 2.151 -1.509 2.177
H 0.516 -1.956 1.394
N 1.224 -0.119 0.421
N -0.696 -0.419 -0.756
N -1.845 0.362 -0.865
N -1.730 1.404 -0.327
O -0.671 1.511 0.476
*
```

- SMILES: C1CN1c1nnno1

For reference, the Löwdin charges in units of e are: atom 1 (C): -0.035, atom 2 (C): -0.112, atom 3 (C): -0.386, atom 4 (H): 0.088, atom 5 (H): 0.154, atom 6 (H): 0.125, atom 7 (H): 0.121, atom 8 (N): -0.081, atom 9 (N): 0.128, atom 10 (N): -0.011, atom 11 (N): -0.053, atom 12 (O): 0.062

=====

# 8
The following is a DFT calculation (ωB97M-V/def2-TZVPD) of the molecule C3H4N4O.

ORCA input file:
```
! wB97M-V def2-TZVPD RIJCOSX def2/J DEFGRID3
* xyz 0 1
C -0.999 1.070 -0.033
C 0.358 0.412 -0.226
C 2.437 0.142 0.080
H -2.925 -1.256 0.573
H -1.308 -1.422 0.453
H -1.141 2.260 -0.308
H 3.540 0.113 0.194
N -1.999 -0.974 -0.045
N -2.046 0.445 -0.109
N 1.591 1.148 -0.051
N 0.517 -0.863 -0.496
O 1.974 -1.076 -0.032
*
```

- SMILES: N/N=C\c1ncon1

For reference, the Löwdin charges in units of e are: atom 1 (C): -0.166, atom 2 (C): -0.311, atom 3 (C): -0.242, atom 4 (H): 0.156, atom 5 (H): 0.006, atom 6 (H): 0.164, atom 7 (H): 0.148, atom 8 (N): -0.009, atom 9 (N): -0.040, atom 10 (N): 0.131, atom 11 (N): 0.168, atom 12 (O): -0.007

=====

# 9
The following is a DFT calculation (ωB97M-V/def2-TZVPD) of a cluster of 2 separate species, C3H4N4OS in total.

ORCA input file:
```
! wB97M-V def2-TZVPD RIJCOSX def2/J DEFGRID3
* xyz 0 1
C -0.360 -0.631 1.087
C -0.337 -1.628 2.182
C 2.085 0.486 -1.494
N -0.410 -1.712 3.462
N -0.642 -1.663 4.562
N -0.467 0.566 0.868
N 0.304 -2.552 1.213
O 0.082 -1.546 0.236
S 2.094 1.293 -2.894
H 2.455 0.866 -0.663
H 1.573 -0.414 -1.462
H -0.920 1.328 1.406
H -0.414 -3.252 1.096
*
```

For reference, the Löwdin charges in units of e are: atom 1 (C): -0.468, atom 2 (C): -0.185, atom 3 (C): -0.541, atom 4 (N): -0.023, atom 5 (N): 0.234, atom 6 (N): 0.184, atom 7 (N): 0.088, atom 8 (O): 0.001, atom 9 (S): 0.607, atom 10 (H): -0.056, atom 11 (H): -0.042, atom 12 (H): 0.092, atom 13 (H): 0.109

=====

# 10
The following is a DFT calculation (ωB97M-V/def2-TZVPD) of a cluster of 2 separate species, C3H4N5O in total.

ORCA input file:
```
! wB97M-V def2-TZVPD RIJCOSX def2/J DEFGRID3
* xyz -1 1
C 0.065 -0.767 1.665
C 0.868 0.801 -1.594
C 0.475 1.708 -0.537
N 0.107 -1.100 2.988
N -0.907 -1.260 0.937
N -0.993 -1.812 3.028
N -1.595 -1.861 1.831
N -0.139 -0.026 -2.065
O 2.022 0.728 -2.046
H -0.456 2.230 -0.279
H 1.367 2.228 -0.208
H -0.940 0.021 -1.398
H 0.124 -0.889 -2.323
*
```

For reference, the Löwdin charges in units of e are: atom 1 (C): -0.260, atom 2 (C): -0.624, atom 3 (C): 0.116, atom 4 (N): -0.105, atom 5 (N): -0.128, atom 6 (N): -0.185, atom 7 (N): -0.192, atom 8 (N): 0.138, atom 9 (O): -0.008, atom 10 (H): 0.067, atom 11 (H): 0.054, atom 12 (H): 0.087, atom 13 (H): 0.040

=====

# 11
The following is a DFT calculation (ωB97M-V/def2-TZVPD) of the ion C3H4NO with charge -1.

ORCA input file:
```
! wB97M-V def2-TZVPD RIJCOSX def2/J DEFGRID3
* xyz -1 1
C -0.395 -0.087 0.081
C 0.802 0.188 0.190
C -1.781 -0.267 -0.248
N 2.192 0.479 0.283
O 3.047 -0.486 -0.200
H -2.595 -0.499 0.555
H -2.192 0.729 -0.634
H -1.638 -1.017 -1.095
H 2.561 0.960 1.069
*
```

- SMILES: CC#CN[O-]

For reference, the Löwdin charges in units of e are: atom 1 (C): -0.202, atom 2 (C): -0.099, atom 3 (C): -0.221, atom 4 (N): -0.287, atom 5 (O): -0.464, atom 6 (H): 0.072, atom 7 (H): 0.063, atom 8 (H): 0.082, atom 9 (H): 0.056

=====

# 12
The following is a DFT calculation (ωB97M-V/def2-TZVPD) of the ion C3H4NO with charge +1.

ORCA input file:
```
! wB97M-V def2-TZVPD RIJCOSX def2/J DEFGRID3
* xyz 1 1
C 0.102 -1.131 -0.011
C -1.206 -0.359 -0.002
C 0.900 0.978 -0.005
N 1.039 -0.302 -0.007
O -1.094 0.836 -0.008
H 0.216 -2.203 -0.016
H -2.145 -0.903 0.033
H 1.076 1.529 0.921
H 1.111 1.555 -0.904
*
```

- SMILES: C=[N+]=CC=O

For reference, the Löwdin charges in units of e are: atom 1 (C): 0.044, atom 2 (C): -0.061, atom 3 (C): 0.128, atom 4 (N): 0.120, atom 5 (O): 0.142, atom 6 (H): 0.149, atom 7 (H): 0.162, atom 8 (H): 0.158, atom 9 (H): 0.157

=====

# 13
The following is a DFT calculation (ωB97M-V/def2-TZVPD) of the ion C3H4NO with charge +1.

ORCA input file:
```
! wB97M-V def2-TZVPD RIJCOSX def2/J DEFGRID3
* xyz 1 1
C 0.436 -1.214 0.030
C 1.497 -0.379 0.009
C -0.633 0.963 0.020
N -0.684 -0.306 -0.025
O 1.845 0.677 -0.107
H 0.448 -2.285 0.128
H -1.629 1.592 -0.010
H 0.238 1.515 0.464
H -1.519 -0.564 -0.508
*
```

- SMILES: C=[NH+]C=C=O

For reference, the Löwdin charges in units of e are: atom 1 (C): 0.014, atom 2 (C): -0.104, atom 3 (C): 0.134, atom 4 (N): 0.052, atom 5 (O): 0.280, atom 6 (H): 0.133, atom 7 (H): 0.182, atom 8 (H): 0.133, atom 9 (H): 0.178

=====

# 14
The following is a DFT calculation (ωB97M-V/def2-TZVPD) of the ion C3H4NO with charge +1.

ORCA input file:
```
! wB97M-V def2-TZVPD RIJCOSX def2/J DEFGRID3
* xyz 1 1
C 0.657 0.718 0.002
C 0.288 -1.526 0.002
C 1.971 0.052 0.003
N -0.283 -0.377 -0.002
O 3.090 -0.112 -0.002
H 0.567 1.352 0.896
H 0.566 1.367 -0.888
H -0.263 -2.454 0.000
H -1.288 -0.168 -0.009
*
```

For reference, the Löwdin charges in units of e are: atom 1 (C): -0.076, atom 2 (C): 0.168, atom 3 (C): -0.011, atom 4 (N): -0.036, atom 5 (O): 0.355, atom 6 (H): 0.167, atom 7 (H): 0.170, atom 8 (H): 0.080, atom 9 (H): 0.183

=====

# 15
The following is a DFT calculation (ωB97M-V/def2-TZVPD) of the ion C3H4NO with charge +1.

ORCA input file:
```
! wB97M-V def2-TZVPD RIJCOSX def2/J DEFGRID3
* xyz 1 1
C -0.044 0.955 0.097
C 1.517 -0.650 0.055
C -0.985 -0.178 0.077
N -0.372 -1.394 0.072
O 1.169 0.511 0.011
H -0.422 1.918 0.134
H 2.403 -1.135 -0.035
H -1.868 0.208 0.625
H -1.398 -0.234 -1.036
*
```

For reference, the Löwdin charges in units of e are: atom 1 (C): 0.047, atom 2 (C): 0.231, atom 3 (C): -0.282, atom 4 (N): 0.223, atom 5 (O): 0.111, atom 6 (H): 0.143, atom 7 (H): 0.113, atom 8 (H): 0.175, atom 9 (H): 0.239

=====

# 16
The following is a DFT calculation (ωB97M-V/def2-TZVPD) of the ion C3H4NO with charge +1.

ORCA input file:
```
! wB97M-V def2-TZVPD RIJCOSX def2/J DEFGRID3
* xyz 1 1
C -1.028 0.187 0.042
C 0.410 1.191 -0.066
C 0.029 -1.120 0.115
N -0.957 1.414 0.097
O -1.387 -1.021 -0.050
H 1.014 1.235 0.832
H 0.962 1.094 -1.045
H 0.487 -1.331 -0.800
H 0.471 -1.649 0.875
*
```

For reference, the Löwdin charges in units of e are: atom 1 (C): -0.272, atom 2 (C): 0.178, atom 3 (C): 0.134, atom 4 (N): 0.222, atom 5 (O): 0.215, atom 6 (H): 0.133, atom 7 (H): 0.162, atom 8 (H): 0.111, atom 9 (H): 0.116

=====

# 17
The following is a DFT calculation (ωB97M-V/def2-TZVPD) of the ion C3H4NO with charge +1.

ORCA input file:
```
! wB97M-V def2-TZVPD RIJCOSX def2/J DEFGRID3
* xyz 1 1
C -1.561 -0.189 -0.070
C 1.887 1.211 -0.005
C 0.097 -0.588 0.077
N 1.078 0.366 -0.013
O -1.986 0.871 0.068
H -2.105 -1.189 -0.322
H 2.642 2.004 0.056
H -0.017 -1.215 0.965
H -0.034 -1.270 -0.756
*
```

- SMILES: C#[N+]CC=O

For reference, the Löwdin charges in units of e are: atom 1 (C): -0.177, atom 2 (C): 0.371, atom 3 (C): -0.091, atom 4 (N): 0.134, atom 5 (O): 0.161, atom 6 (H): 0.172, atom 7 (H): 0.158, atom 8 (H): 0.146, atom 9 (H): 0.126

=====

# 18
The following is a DFT calculation (ωB97M-V/def2-TZVPD) of the ion C3H4NO with charge +1.

ORCA input file:
```
! wB97M-V def2-TZVPD RIJCOSX def2/J DEFGRID3
* xyz 1 1
C -0.101 -0.202 -0.006
C -1.446 -0.798 0.001
C 0.813 1.051 0.006
N 1.006 -1.001 -0.097
O 1.828 -0.016 0.017
H -1.306 -1.843 0.335
H -2.422 -0.330 -0.249
H 0.851 1.453 -1.001
H 0.778 1.686 0.994
*
```

For reference, the Löwdin charges in units of e are: atom 1 (C): -0.211, atom 2 (C): 0.339, atom 3 (C): 0.036, atom 4 (N): 0.216, atom 5 (O): 0.047, atom 6 (H): 0.112, atom 7 (H): 0.121, atom 8 (H): 0.145, atom 9 (H): 0.194

=====

# 19
The following is a DFT calculation (ωB97M-V/def2-TZVPD) of a cluster of 2 separate species, C3H4NO2 in total.

ORCA input file:
```
! wB97M-V def2-TZVPD RIJCOSX def2/J DEFGRID3
* xyz 1 1
C -1.068 -0.675 -0.125
C 2.954 -0.503 -0.044
C -1.415 0.678 0.102
N -1.635 1.845 0.214
O 4.018 -0.236 0.148
O 1.856 -0.836 -0.214
H 0.097 -0.704 -0.410
H -1.806 -0.992 -0.921
H -1.095 -1.287 0.700
H -1.905 2.710 0.550
*
```

For reference, the Löwdin charges in units of e are: atom 1 (C): 0.023, atom 2 (C): -0.399, atom 3 (C): 0.024, atom 4 (N): 0.383, atom 5 (O): 0.311, atom 6 (O): 0.163, atom 7 (H): 0.132, atom 8 (H): 0.153, atom 9 (H): 0.087, atom 10 (H): 0.122

=====

# 20
The following is a DFT calculation (ωB97M-V/def2-TZVPD) of a structure of composition C3H4NO2S.

ORCA input file:
```
! wB97M-V def2-TZVPD RIJCOSX def2/J DEFGRID3
* xyz -1 1
C 1.148 -1.306 0.838
C -1.006 0.114 -0.760
C 0.312 0.646 0.034
N 1.200 -0.302 0.079
O -1.650 1.104 -1.335
O -1.129 -1.066 -0.871
S 0.687 2.209 -0.339
H 1.685 -2.257 0.369
H 0.450 -1.412 1.615
H -0.908 0.341 1.548
H -0.789 1.928 -1.179
*
```

For reference, the Löwdin charges in units of e are: atom 1 (C): -0.064, atom 2 (C): -0.691, atom 3 (C): -0.916, atom 4 (N): -0.076, atom 5 (O): -0.074, atom 6 (O): 0.026, atom 7 (S): 0.585, atom 8 (H): 0.104, atom 9 (H): 0.012, atom 10 (H): 0.105, atom 11 (H): -0.012

=====

Electronic energy (computed, eV): -11178.05874; -11181.72161; -11181.65494; -11178.77843; -11176.67194; -11178.28833; -11177.60845; -11179.41032; -22012.28894; -12669.97074; -6708.97991; -6703.71582; -6702.80724; -6702.69601; -6697.90332; -6699.72759; -6702.93335; -6700.26457; -8752.76882; -19593.94755
Energy relative to the best compared isomer or geometry (same formula, charge and spin) (computed, kJ/mol): 570.26; 216.85; 223.28; 500.82; 704.07; 548.11; 613.71; 439.85; 514.83; 397.86; 174.40; 92.09; 179.75; 190.49; 652.91; 476.90; 167.59; 425.08; 21.18; 322.07